1.
{"formula": "C20H24FeO2", "method": "the ωB97M-V functional and the def2-TZVPD basis", "orbital_gap_ha": [0.086, 0.108], "total_charge": -2, "multiplicity": 5, "s_squared": 6.1023, "total_energy_ha": -2190.3396, "e_homo_ha": [0.086, 0.015], "symbols": ["C", "C", "C", "C", "C", "O", "C", "C", "O", "C", "H", "H", "H", "H", "H", "H", "H", "H", "H", "H", "H", "C", "C", "C", "C", "C", "C", "C", "Fe", "C", "C", "C", "C", "C", "H", "H", "H", "H", "H", "H", "H", "H", "H", "H", "H", "H", "H"], "xyz": [[-6.058, -0.613, 1.321], [-4.652, -0.604, 0.730], [-4.746, -0.725, -0.792], [-3.943, 0.706, 1.115], [-2.447, 0.765, 0.740], [-1.905, 1.846, 0.467], [-1.743, -0.483, 0.734], [-2.345, -1.770, 0.918], [-1.722, -2.833, 0.780], [-3.841, -1.780, 1.301], [-6.017, -0.527, 2.410], [-6.646, 0.226, 0.938], [-6.580, -1.540, 1.073], [-3.760, -0.729, -1.261], [-5.258, -1.655, -1.064], [-5.318, 0.113, -1.203], [-4.468, 1.550, 0.648], [-4.026, 0.823, 2.208], [-0.670, -0.441, 0.600], [-3.916, -1.738, 2.400], [-4.297, -2.723, 0.971], [0.773, -0.892, -2.606], [1.193, -0.553, -1.239], [2.000, 0.548, -0.949], [2.083, 1.275, 0.339], [2.876, 2.461, 0.139], [3.386, 2.454, -1.226], [2.926, 1.262, -1.880], [3.888, 0.816, -0.233], [5.802, 0.342, -0.518], [4.967, -0.842, -0.406], [4.260, -0.776, 0.865], [4.665, 0.453, 1.538], [5.619, 1.141, 0.681], [0.841, -1.976, -2.756], [-0.276, -0.605, -2.777], [1.387, -0.374, -3.353], [0.838, -1.177, -0.423], [1.501, 0.968, 1.202], [3.029, 3.251, 0.867], [3.971, 3.244, -1.689], [3.066, 0.952, -2.911], [6.507, 0.550, -1.322], [4.939, -1.674, -1.107], [3.606, -1.544, 1.270], [4.359, 0.766, 2.534], [6.152, 2.060, 0.924]], "forces_ev_per_a": [[0.0, 0.0, 0.0], [0.6, 0.0, 0.1], [-0.1, 0.0, -0.1], [-0.1, 0.0, -0.1], [0.6, -1.1, -0.1], [-0.6, 0.3, 0.2], [-0.9, -0.1, 0.5], [0.4, 1.4, -0.3], [-0.4, -0.5, 0.3], [-0.1, 0.0, -0.1], [0.0, 0.0, 0.0], [0.0, 0.0, 0.0], [0.0, 0.0, 0.0], [0.0, 0.0, 0.1], [0.0, 0.0, 0.0], [0.0, 0.0, 0.0], [0.2, 0.0, 0.1], [0.1, 0.1, -0.2], [-0.2, 0.0, -0.2], [0.1, -0.1, -0.1], [0.2, 0.0, 0.1], [0.0, -0.3, -0.4], [0.7, 0.1, 0.9], [-0.6, 0.5, 0.1], [-2.8, -1.6, -0.9], [0.8, 2.9, -2.1], [-0.4, 2.3, 1.8], [-2.7, -0.4, -1.3], [-0.1, -0.9, -1.0], [1.2, -0.4, 0.9], [0.8, -0.7, 1.0], [1.6, -0.7, 0.4], [1.5, -0.9, 0.7], [1.4, -0.9, 0.6], [-0.1, 0.0, -0.3], [0.0, 0.0, -0.1], [-0.2, -0.2, 0.0], [-0.1, 0.2, -0.2], [-0.1, 0.5, -0.2], [-0.1, 0.0, -0.2], [-0.1, -0.1, 0.1], [-0.1, 0.4, 0.1], [-0.2, 0.0, 0.1], [-0.1, 0.2, 0.1], [0.0, 0.3, -0.1], [0.0, -0.1, -0.2], [-0.2, -0.2, -0.1]]}

=====

2.
{"formula": "C20H24HoIN4O3", "method": "the ωB97M-V functional and the def2-TZVPD basis", "orbital_gap_ha": [0.265, 0.269], "total_charge": 2, "multiplicity": 5, "s_squared": 6.0042, "total_energy_ha": -2466.5957, "e_homo_ha": [-0.513, -0.513], "symbols": ["Ho", "C", "C", "N", "C", "C", "C", "O", "C", "C", "N", "C", "C", "C", "C", "C", "C", "I", "C", "O", "H", "H", "H", "H", "H", "H", "H", "H", "H", "H", "H", "H", "C", "N", "C", "C", "C", "N", "C", "C", "O", "H", "H", "H", "H", "H", "H", "H", "H", "H", "H", "H", "H"], "xyz": [[-0.249, -0.524, -0.451], [4.162, -2.015, -0.867], [3.775, -1.488, 0.477], [4.740, -1.208, 1.337], [4.437, -0.749, 2.547], [3.148, -0.538, 2.998], [2.897, 0.005, 4.382], [2.003, 1.122, 4.350], [2.081, -0.805, 2.109], [0.721, -0.632, 2.586], [-0.337, -0.462, 1.854], [-1.596, -0.244, 2.505], [-1.684, 0.563, 3.635], [-2.913, 0.793, 4.232], [-4.066, 0.241, 3.693], [-3.992, -0.544, 2.555], [-2.760, -0.786, 1.959], [-2.735, -2.068, 0.293], [2.430, -1.290, 0.830], [1.471, -1.567, -0.072], [5.142, -2.476, -0.792], [4.238, -1.198, -1.590], [3.440, -2.739, -1.243], [5.276, -0.524, 3.196], [3.843, 0.272, 4.851], [2.434, -0.755, 5.018], [2.508, 1.937, 4.439], [0.600, -0.647, 3.665], [-0.790, 1.026, 4.035], [-2.969, 1.417, 5.113], [-5.024, 0.422, 4.158], [-4.897, -0.972, 2.145], [-3.457, 1.769, -2.442], [-2.325, 1.102, -3.093], [-2.542, 0.635, -4.471], [-1.226, 0.543, -5.206], [-0.240, -0.284, -4.403], [-0.108, 0.263, -3.022], [1.272, 0.700, -2.701], [-1.165, 0.998, -2.482], [-0.987, 1.401, -1.283], [-4.363, 1.219, -2.688], [-3.540, 2.790, -2.812], [-3.309, 1.782, -1.367], [-3.222, 1.337, -4.950], [-3.044, -0.335, -4.423], [-0.816, 1.542, -5.369], [-1.379, 0.090, -6.184], [0.746, -0.233, -4.862], [-0.520, -1.337, -4.344], [1.943, -0.143, -2.848], [1.377, 1.057, -1.667], [1.568, 1.539, -3.333]], "forces_ev_per_a": [[0.2, -0.6, 0.2], [0.0, 0.0, -0.1], [0.1, 0.0, 0.4], [0.0, -0.1, -0.2], [-0.1, 0.2, 0.3], [-0.1, 0.0, 0.0], [-0.1, 0.1, 0.1], [0.0, 0.0, 0.0], [0.6, -0.2, -0.1], [0.1, 0.0, -0.1], [0.1, 0.0, 0.1], [0.3, -0.1, -0.3], [-0.1, 0.0, 0.0], [0.0, 0.0, 0.0], [0.1, 0.1, 0.1], [-0.1, -0.2, -0.3], [-0.2, 0.4, 0.6], [-0.1, -0.2, 0.0], [-0.5, 0.1, 0.0], [-0.2, 0.5, -0.1], [0.0, 0.0, 0.0], [0.0, 0.0, 0.0], [0.0, 0.0, 0.0], [0.0, 0.0, 0.0], [0.0, 0.0, 0.0], [0.0, 0.0, 0.0], [0.0, 0.0, 0.0], [-0.1, 0.0, 0.0], [0.0, 0.0, 0.0], [0.0, 0.0, 0.0], [0.0, 0.0, 0.0], [0.0, 0.0, 0.0], [0.0, -0.1, 0.1], [0.2, 0.1, -0.2], [0.0, 0.0, 0.0], [0.0, 0.0, 0.0], [0.1, 0.0, 0.0], [-0.2, -0.2, 0.0], [0.0, 0.2, 0.1], [0.1, 0.1, 0.0], [-0.1, 0.1, 0.0], [0.0, 0.0, 0.0], [0.0, 0.0, 0.0], [0.0, 0.0, 0.0], [0.0, 0.0, 0.0], [0.0, 0.0, -0.1], [0.0, 0.0, 0.0], [0.0, 0.0, 0.0], [0.0, -0.1, 0.0], [-0.1, 0.0, 0.0], [0.0, 0.0, 0.0], [-0.1, 0.0, -0.2], [0.0, -0.1, 0.0]]}

=====

3.
{"formula": "C20H24N2O4", "method": "the ωB97M-V functional and the def2-TZVPD basis", "orbital_gap_ha": 0.362, "total_energy_ha": -1187.0587, "e_homo_ha": -0.336, "smiles": "O=C(NC[C@@H]1CCCO1)c1ccc(N2C(=O)[C@H]3CCCC[C@H]3C2=O)cc1", "symbols": ["O", "C", "N", "H", "C", "H", "C", "H", "C", "H", "C", "H", "C", "H", "O", "H", "H", "H", "H", "C", "C", "C", "C", "C", "C", "H", "H", "N", "C", "O", "C", "C", "C", "C", "C", "H", "H", "C", "C", "O", "H", "H", "H", "H", "H", "H", "H", "H", "H", "H"], "xyz": [[3.356, 2.565, 1.496], [3.078, 1.720, 0.670], [3.999, 1.146, -0.139], [3.703, 0.463, -0.818], [5.412, 1.380, 0.018], [5.526, 1.911, 0.965], [6.217, 0.071, 0.047], [7.234, 0.315, 0.386], [6.266, -0.649, -1.313], [7.176, -0.415, -1.859], [6.169, -2.122, -0.920], [5.734, -2.747, -1.696], [5.295, -2.040, 0.330], [5.450, -2.865, 1.027], [5.665, -0.845, 0.984], [4.229, -2.012, 0.055], [7.155, -2.510, -0.660], [5.412, -0.363, -1.930], [5.795, 2.011, -0.794], [1.673, 1.269, 0.425], [1.352, -0.053, 0.133], [0.038, -0.427, -0.070], [-0.971, 0.524, 0.023], [-0.664, 1.843, 0.336], [0.652, 2.206, 0.539], [0.908, 3.223, 0.794], [-1.452, 2.575, 0.416], [-2.321, 0.148, -0.190], [-2.887, -1.007, 0.333], [-2.319, -1.794, 1.040], [-4.324, -1.077, -0.144], [-5.301, -1.344, 1.006], [-6.712, -0.990, 0.546], [-6.841, 0.510, 0.230], [-5.480, 1.169, -0.003], [-5.607, 2.124, -0.515], [-4.995, 1.371, 0.954], [-4.572, 0.262, -0.841], [-3.205, 0.903, -0.949], [-2.915, 1.896, -1.560], [-5.006, 0.150, -1.837], [-7.335, 1.026, 1.053], [-7.463, 0.640, -0.657], [-6.941, -1.579, -0.345], [-7.431, -1.272, 1.316], [-5.031, -0.750, 1.879], [-5.243, -2.394, 1.294], [-4.393, -1.904, -0.859], [-0.209, -1.454, -0.287], [2.125, -0.807, 0.092]], "forces_ev_per_a": [[0.0, 0.2, 0.2], [-0.1, -0.1, -0.2], [0.2, -0.3, -0.3], [-0.1, 0.1, 0.1], [0.3, -0.1, 0.3], [0.1, 0.0, -0.2], [0.1, 0.4, -0.2], [-0.1, 0.0, -0.1], [0.0, -0.1, 0.3], [0.0, 0.1, -0.1], [-0.1, 0.1, 0.2], [0.0, -0.1, 0.0], [-0.1, -0.3, -0.1], [-0.1, 0.0, -0.1], [0.0, 0.2, 0.1], [0.1, 0.0, 0.0], [0.0, 0.0, 0.0], [0.0, 0.0, -0.1], [0.0, 0.0, 0.1], [-0.3, 0.0, 0.1], [0.1, 0.2, 0.0], [-0.2, 0.0, -0.1], [0.4, 0.1, 0.1], [0.0, -0.1, 0.0], [0.2, -0.1, 0.0], [0.0, 0.1, 0.0], [-0.1, 0.0, 0.0], [0.4, 0.1, 0.1], [-0.3, -0.2, -0.1], [0.0, -0.1, 0.1], [-0.1, -0.1, 0.2], [0.0, -0.2, -0.2], [0.1, 0.0, 0.2], [0.1, 0.0, 0.0], [-0.1, 0.0, -0.2], [0.1, 0.0, 0.1], [0.0, 0.1, 0.0], [-0.1, 0.2, 0.0], [-0.4, -0.1, -0.3], [0.0, 0.1, 0.0], [0.1, 0.0, 0.0], [-0.1, 0.0, 0.0], [0.0, 0.1, 0.0], [-0.1, -0.1, 0.0], [0.0, -0.1, -0.1], [0.0, 0.0, 0.1], [0.1, 0.1, 0.1], [0.1, 0.0, 0.0], [0.0, -0.1, 0.0], [0.1, -0.1, 0.0]]}

=====

4.
{"formula": "C20H24N3NiS2Si2", "method": "the ωB97M-V functional and the def2-TZVPD basis", "orbital_gap_ha": [0.265, 0.268], "total_charge": -1, "multiplicity": 3, "s_squared": 2.0088, "total_energy_ha": -3824.6391, "e_homo_ha": [-0.169, -0.172], "symbols": ["Ni", "C", "Si", "C", "C", "C", "C", "C", "C", "C", "C", "N", "Si", "C", "C", "C", "H", "H", "H", "H", "H", "H", "H", "H", "H", "H", "H", "H", "H", "H", "H", "H", "H", "H", "H", "H", "H", "H", "S", "C", "C", "C", "C", "N", "C", "C", "C", "S", "C", "N", "H", "H"], "xyz": [[-0.145, 0.118, -0.081], [1.132, -1.169, -2.432], [1.866, -1.277, -0.697], [0.779, -2.503, 0.248], [3.525, -2.157, -0.900], [2.077, 0.314, 0.167], [1.758, 0.353, 1.585], [2.621, 0.670, 2.655], [2.160, 0.581, 3.948], [0.839, 0.198, 4.203], [0.022, -0.036, 3.121], [0.464, 0.066, 1.869], [3.123, 1.652, -0.528], [2.858, 3.241, 0.428], [2.748, 1.909, -2.352], [4.966, 1.259, -0.434], [1.003, -2.183, -2.824], [1.784, -0.614, -3.110], [0.150, -0.683, -2.459], [0.818, -3.449, -0.300], [-0.278, -2.232, 0.339], [1.156, -2.659, 1.262], [3.399, -3.194, -1.235], [4.052, -2.163, 0.058], [4.159, -1.641, -1.628], [3.647, 0.943, 2.444], [2.828, 0.797, 4.774], [0.458, 0.106, 5.210], [-1.029, -0.279, 3.235], [1.799, 3.355, 0.670], [3.166, 4.110, -0.161], [3.429, 3.251, 1.361], [1.730, 1.604, -2.601], [3.444, 1.339, -2.976], [2.845, 2.965, -2.618], [5.287, 1.015, 0.583], [5.558, 2.115, -0.778], [5.208, 0.404, -1.072], [-2.409, -0.355, 0.001], [-2.988, 1.289, 0.131], [-4.284, 1.512, 0.604], [-4.824, 2.784, 0.714], [-6.159, 2.950, 1.229], [-7.224, 3.061, 1.647], [-4.051, 3.890, 0.333], [-2.761, 3.682, -0.131], [-2.202, 2.407, -0.237], [-0.567, 2.238, -0.832], [-4.582, 5.227, 0.405], [-5.007, 6.294, 0.462], [-4.882, 0.658, 0.895], [-2.160, 4.536, -0.417]], "forces_ev_per_a": [[-0.7, 0.9, 0.4], [0.0, 0.0, 0.0], [1.0, -0.6, -0.3], [-0.1, 0.1, 0.1], [0.0, -0.2, -0.1], [-0.7, -0.1, 0.2], [0.1, 0.0, 0.1], [0.0, 0.0, -0.1], [0.0, 0.0, 0.0], [0.1, 0.0, 0.0], [-0.1, 0.1, -0.1], [0.2, -0.1, -0.1], [0.1, 0.0, 0.0], [0.0, 0.1, 0.1], [-0.1, 0.0, -0.1], [0.1, 0.0, 0.0], [0.0, 0.0, 0.0], [0.0, -0.1, 0.0], [0.0, 0.0, -0.1], [0.0, 0.0, 0.0], [0.0, -0.1, 0.0], [0.0, 0.0, 0.0], [0.0, 0.1, 0.0], [0.0, 0.0, 0.0], [0.0, 0.0, 0.1], [0.0, 0.0, 0.0], [0.0, 0.0, 0.0], [0.0, 0.0, 0.0], [0.0, 0.0, 0.0], [0.0, 0.0, 0.0], [0.0, 0.0, 0.0], [0.0, 0.0, 0.0], [0.0, 0.1, 0.0], [-0.1, 0.0, 0.0], [0.1, 0.0, 0.0], [0.0, 0.0, 0.0], [0.0, -0.1, 0.0], [0.0, 0.0, 0.0], [0.1, 0.0, 0.0], [0.0, 0.0, 0.0], [0.0, -0.1, 0.0], [-0.2, 0.0, 0.1], [0.2, 0.0, -0.1], [0.0, 0.0, 0.0], [-0.1, 0.2, 0.0], [0.1, 0.1, 0.0], [0.0, 0.0, -0.1], [0.0, -0.1, 0.2], [0.1, -0.2, 0.0], [0.0, 0.0, 0.0], [0.0, 0.0, 0.0], [0.0, 0.0, 0.0]]}